Formula: C32H29N6O2Tb
Source: OMol25
Level of theory: ωB97M-V with the def2-TZVPD basis set

DFT total energy (eV): -69114.3859
E_HOMO (alpha / beta) (eV): -13.23 / -13.23
Orbital gap (alpha / beta) (eV): 6.452 / 6.506
Energy relative to the best compared isomer or geometry (same formula, charge and spin) (kcal/mol): 16.3
2S+1: 7
Total charge: +2
⟨S²⟩: 12.680

XYZ file:
```
70
C32H29N6O2Tb | OMol25 | ωB97M-V with the def2-TZVPD basis set
Tb -0.052 0.676 -0.328
O 3.352 -0.340 -4.411
O -0.314 0.130 -2.305
N 1.864 -0.631 -2.278
N 1.240 -0.369 1.679
N -2.350 -1.600 2.544
N 1.666 -0.675 -0.921
N -1.847 -0.189 0.933
N -3.083 -7.353 6.070
C -1.055 3.229 -1.496
C 0.686 3.270 1.911
C 2.591 -1.931 3.541
C 2.860 -2.058 2.183
C 0.997 0.226 -4.317
C 0.441 3.109 0.432
C -2.518 -2.834 3.270
C 0.053 3.121 -2.336
C 0.826 -0.111 -2.922
C 2.237 0.126 -4.982
C 1.516 2.913 -0.441
C 1.226 1.038 -6.968
C -3.672 -4.096 4.935
C 1.646 -1.009 3.949
C 0.999 -0.251 2.985
C -2.822 -5.171 4.696
C 1.345 2.971 -1.834
C 2.535 2.982 -2.748
C -2.969 -6.388 5.458
C -2.275 0.527 2.041
C 2.417 -1.362 -0.161
C -0.846 3.229 -0.108
C 2.331 0.550 -6.311
C -1.822 -5.071 3.733
C -0.123 0.717 -5.024
C 2.169 -1.266 1.290
C -1.664 -3.896 3.022
C -1.913 -1.466 1.284
C -2.428 3.431 -2.069
C -0.020 1.122 -6.328
C -3.524 -2.923 4.216
C -2.594 -0.334 3.037
H 2.521 2.869 -0.035
H -3.208 3.248 -1.331
H -1.708 -2.296 0.626
H 0.261 0.486 3.273
H -2.382 1.599 2.032
H 2.886 4.013 -2.850
H 3.117 -2.540 4.265
H -1.075 0.749 -4.511
H 3.214 -1.985 -0.558
H -1.677 3.467 0.546
H -0.886 1.487 -6.863
H -0.088 3.205 -3.408
H -0.860 -3.808 2.301
H -2.949 -0.157 4.039
H -4.208 -2.100 4.386
H 1.320 1.349 -8.001
H 3.293 0.469 -6.799
H 0.999 4.296 2.110
H 3.602 -2.757 1.817
H 2.281 2.619 -3.743
H -2.596 2.782 -2.928
H -0.214 3.087 2.498
H 1.485 2.618 2.265
H -1.163 -5.910 3.552
H -2.530 4.462 -2.414
H 3.360 2.391 -2.352
H 3.131 -0.641 -3.507
H 1.417 -0.863 4.996
H -4.454 -4.183 5.678
```